[1]
Entry from the OMol25 dataset: a 8-piece molecular cluster, C16H48N4O8 overall at a distorted geometry (ωB97M-V with the def2-TZVPD basis set).

```
! wB97M-V def2-TZVPD RIJCOSX def2/J DEFGRID3
* xyz 0 1
N 0.165 0.644 0.265
C -0.954 0.848 -0.398
N -1.360 -0.265 -1.039
O -1.586 2.107 -0.448
H 0.604 1.318 0.856
H 0.703 -0.202 -0.028
H -2.112 -0.283 -1.675
H -0.868 -1.181 -0.969
N 1.018 -2.064 0.281
C 0.675 -2.507 -0.925
N -0.566 -2.868 -0.996
O 1.446 -2.491 -2.047
H 2.064 -1.791 0.441
H 0.515 -2.040 1.162
H -0.683 -3.366 -1.860
H -1.286 -3.125 -0.264
C 2.749 4.448 1.666
C 1.447 3.699 1.963
C 0.498 3.947 0.862
O 1.446 2.460 2.122
H 3.524 4.067 2.314
H 2.569 5.521 1.698
H 3.022 4.182 0.612
H 0.899 4.184 2.772
H -0.514 3.560 0.941
H 0.942 3.545 -0.067
H 0.361 5.013 0.675
H 1.848 2.275 2.998
C 1.259 0.075 -3.609
C -0.048 -0.396 -4.207
C -1.163 0.733 -4.210
O 0.076 -0.933 -5.355
H 1.173 0.352 -2.561
H 1.659 0.837 -4.325
H 2.049 -0.714 -3.721
H -0.451 -1.201 -3.552
H -1.080 1.142 -3.206
H -2.212 0.415 -4.244
H -0.937 1.527 -4.819
H -0.759 -1.434 -5.536
C 3.271 -0.029 -0.952
C 4.129 -0.235 0.298
C 3.783 0.823 1.339
O 3.861 -1.379 0.731
H 3.252 -0.984 -1.451
H 3.617 0.682 -1.676
H 2.246 0.208 -0.812
H 5.104 -0.083 -0.047
H 3.739 1.819 0.960
H 4.393 0.916 2.247
H 2.834 0.525 1.707
H 3.965 -1.441 1.700
C -4.128 -1.918 2.524
C -3.353 -0.860 1.804
C -2.924 0.197 2.836
O -2.392 -1.352 1.186
H -4.438 -2.723 1.905
H -4.967 -1.452 3.052
H -3.473 -2.276 3.279
H -3.969 -0.377 1.070
H -2.318 -0.360 3.547
H -3.775 0.769 3.320
H -2.241 0.933 2.545
H -2.282 -0.743 0.428
C -4.153 -2.288 -1.807
O -3.137 -1.746 -2.638
H -3.869 -2.600 -0.813
H -4.583 -3.169 -2.220
H -4.909 -1.548 -1.729
H -2.480 -2.393 -2.869
C 0.867 -1.116 3.302
O -0.238 -1.843 2.693
H 0.849 0.015 3.214
H 1.802 -1.448 2.867
H 0.776 -1.369 4.340
H -0.989 -1.190 2.554
*
```

Values from the calculation:
SMILES: NC(N)=O.NC(N)=O.CC(C)O.CC(C)O.CC(C)O.CC(C)O.CO.CO
LUMO (eV): 0.199
Molar mass (g mol⁻¹): 424.6
Energy above the lowest of the compared OMol25 structures with the same formula, charge and spin (kcal/mol): 13.65
Calculated total energy (hartree): -1459.1426
HOMO-LUMO gap (hartree): 0.3325

The computed Mulliken charges, all in e, follow:
1 N 2.161
2 C 0.265
3 N 1.244
4 O -0.831
5 H -0.618
6 H -1.590
7 H 0.157
8 H -0.832
9 N -0.193
10 C 0.189
11 N -0.286
12 O -0.701
13 H 0.098
14 H 0.524
15 H 0.338
16 H 0.200
17 C -1.447
18 C 0.717
19 C -1.758
20 O -0.449
21 H 0.357
22 H 0.430
23 H 0.323
24 H 0.207
25 H 0.339
26 H 0.282
27 H 0.483
28 H 0.330
29 C -0.969
30 C 1.497
31 C -1.359
32 O -0.623
33 H -0.193
34 H 0.505
35 H 0.310
36 H -0.451
37 H 0.190
38 H 0.218
39 H 0.541
40 H 0.422
41 C -0.784
42 C 0.310
43 C -1.071
44 O -0.691
45 H 0.401
46 H 0.724
47 H -0.091
48 H 0.385
49 H 0.350
50 H 0.323
51 H -0.031
52 H 0.398
53 C -1.652
54 C 0.934
55 C -1.667
56 O -0.174
57 H 0.349
58 H 0.404
59 H 0.368
60 H 0.546
61 H 0.506
62 H 0.368
63 H 0.318
64 H -0.154
65 C -0.703
66 O -0.400
67 H 0.170
68 H 0.389
69 H 0.288
70 H 0.210
71 C -0.519
72 O -0.728
73 H -0.068
74 H 0.254
75 H 0.468
76 H 0.241


[2]
Entry from the OMol25 dataset: a 8-piece molecular cluster, C16H48O16 overall at a distorted geometry (ωB97M-V with the def2-TZVPD basis set).

```
! wB97M-V def2-TZVPD RIJCOSX def2/J DEFGRID3
* xyz 1 2
C 2.161 1.921 3.744
C 0.819 2.589 4.302
O 0.388 1.918 5.491
O 3.233 2.552 4.351
H 2.233 2.173 2.686
H 2.120 0.833 3.780
H 0.145 2.580 3.445
H 0.875 3.653 4.530
H -0.303 2.431 5.916
H 3.970 1.955 4.200
C -0.256 -1.629 -3.211
C 0.242 -2.492 -2.091
O -0.572 -2.393 -0.928
O 0.043 -0.311 -2.834
H -1.338 -1.734 -3.286
H 0.207 -1.792 -4.185
H 1.298 -2.298 -1.897
H 0.322 -3.531 -2.409
H -0.611 -1.466 -0.680
H -0.334 0.241 -3.523
C -5.068 -2.081 -1.152
C -4.031 -1.281 -1.880
O -4.369 -1.136 -3.261
O -4.839 -2.258 0.225
H -5.086 -3.091 -1.562
H -6.026 -1.634 -1.418
H -3.118 -1.868 -1.781
H -3.887 -0.298 -1.431
H -4.416 -1.996 -3.685
H -5.501 -2.896 0.501
C 0.325 4.032 -2.113
C 1.549 4.521 -2.989
O 1.224 4.725 -4.372
O -0.485 5.171 -1.884
H 0.779 3.790 -1.152
H -0.137 3.199 -2.642
H 2.253 3.690 -2.946
H 1.957 5.405 -2.499
H 1.399 3.890 -4.811
H -1.067 5.232 -2.645
C 3.976 -0.336 -3.112
C 4.022 -1.264 -1.890
O 5.381 -1.554 -1.579
O 4.154 -1.010 -4.354
H 4.637 0.528 -3.036
H 2.964 0.062 -3.185
H 3.613 -2.249 -2.114
H 3.560 -0.834 -1.001
H 5.732 -2.103 -2.285
H 4.232 -0.336 -5.032
C -3.606 0.431 2.884
C -4.894 0.207 3.655
O -5.464 -0.980 3.293
O -3.738 0.311 1.522
H -2.836 -0.291 3.154
H -3.238 1.434 3.097
H -5.564 0.998 3.319
H -4.677 0.315 4.718
H -4.946 -1.696 3.668
H -4.246 -0.490 1.378
C 1.027 0.549 0.194
C -0.368 0.748 0.867
O -1.319 0.018 0.118
O 1.256 1.156 -1.004
H 1.270 -0.506 0.071
H 1.780 0.946 0.875
H -0.592 1.812 0.797
H -0.358 0.479 1.923
H -2.175 0.306 0.445
H 0.901 0.598 -1.700
C 1.878 -2.174 2.468
C 2.129 -3.303 1.375
O 3.283 -4.031 1.752
O 2.760 -1.099 2.141
H 2.094 -2.605 3.445
H 0.848 -1.819 2.425
H 2.355 -2.959 0.366
H 1.229 -3.914 1.299
H 3.220 -4.327 2.663
H 3.626 -1.338 2.477
*
```

Values from the calculation:
LUMO (spin up / spin down) (eV): -2.826 / -9.028
Molar mass (g mol⁻¹): 496.5
Expectation value of S²: 0.7556
Energy above the lowest of the compared OMol25 structures with the same formula, charge and spin (kcal/mol): 0.00
Calculated total energy (hartree): -1841.7207
HOMO-LUMO gap (spin up / spin down) (hartree): 0.3396 / 0.1114

The computed Mulliken charges, all in e, follow:
1 C 0.026
2 C -0.325
3 O -0.545
4 O -0.563
5 H 0.173
6 H 0.146
7 H 0.105
8 H 0.416
9 H 0.314
10 H 0.330
11 C -0.332
12 C -0.123
13 O -0.496
14 O -0.322
15 H 0.088
16 H 0.509
17 H -0.279
18 H 0.499
19 H 0.292
20 H 0.136
21 C -0.655
22 C 0.158
23 O -0.593
24 O -0.474
25 H 0.412
26 H 0.344
27 H -0.011
28 H 0.150
29 H 0.351
30 H 0.286
31 C 0.148
32 C -0.409
33 O -0.450
34 O -0.431
35 H 0.118
36 H 0.221
37 H 0.270
38 H 0.343
39 H 0.352
40 H 0.367
41 C -0.126
42 C 0.060
43 O -0.580
44 O -0.550
45 H 0.400
46 H 0.017
47 H 0.283
48 H -0.037
49 H 0.354
50 H 0.322
51 C -0.340
52 C -0.669
53 O -0.489
54 O -0.465
55 H 0.288
56 H 0.374
57 H 0.298
58 H 0.382
59 H 0.323
60 H 0.229
61 C 0.307
62 C -0.471
63 O -0.352
64 O -0.403
65 H -0.087
66 H -0.115
67 H 0.340
68 H 0.369
69 H 0.209
70 H 0.536
71 C -0.490
72 C 0.035
73 O -0.553
74 O -0.449
75 H 0.609
76 H 0.058
77 H -0.066
78 H 0.276
79 H 0.339
80 H 0.287


[3]
Entry from the OMol25 dataset: C16H49AsF6N11O7 as an isolated structure at a distorted geometry (ωB97M-V with the def2-TZVPD basis set).

```
! wB97M-V def2-TZVPD RIJCOSX def2/J DEFGRID3
* xyz -2 2
As -1.405 0.267 -0.193
F -1.089 0.414 -1.979
F -0.796 1.947 0.013
F -1.494 0.049 1.587
F -2.261 -1.402 -0.351
F 0.261 -0.427 -0.021
F -3.082 0.879 -0.312
C -1.413 -3.372 -3.560
O -2.509 -3.454 -4.092
N -0.886 -2.392 -2.891
N -0.417 -4.101 -3.911
H -1.399 -1.679 -2.393
H 0.081 -2.411 -2.601
H -0.487 -4.711 -4.713
H 0.403 -4.035 -3.326
C -5.025 -1.246 -3.195
O -6.038 -0.719 -2.778
N -3.901 -1.379 -2.518
N -4.999 -1.952 -4.218
H -3.333 -2.046 -3.021
H -3.749 -0.953 -1.615
H -4.147 -2.462 -4.403
H -5.852 -2.345 -4.591
C -3.758 4.073 1.024
O -4.867 4.542 1.203
N -2.907 4.357 0.015
N -3.137 3.186 1.729
H -1.918 4.183 0.121
H -3.195 5.185 -0.486
H -2.372 2.682 1.302
H -3.632 2.769 2.504
C -3.596 -2.549 3.201
O -4.216 -3.165 4.070
N -3.144 -3.064 2.099
N -3.263 -1.277 3.385
H -3.510 -3.951 1.783
H -2.590 -2.504 1.466
H -3.512 -0.851 4.266
H -2.622 -0.713 2.846
C 2.339 1.621 -5.601
C 2.554 1.908 -4.064
C 1.364 2.759 -3.514
O 1.662 3.050 -2.180
C 0.949 4.040 -1.527
N 2.588 0.735 -3.307
H 2.196 2.607 -6.043
H 1.518 0.945 -5.838
H 3.234 1.190 -6.051
H 3.374 2.537 -3.719
H 0.405 2.268 -3.683
H 1.515 3.721 -4.003
H -0.080 4.214 -1.841
H 1.522 4.934 -1.281
H 1.084 3.669 -0.511
H 2.493 0.965 -2.328
H 1.808 0.131 -3.527
C 4.419 -4.098 1.746
C 4.173 -2.926 0.654
C 3.956 -1.415 1.155
O 3.245 -0.670 0.123
C 2.985 0.688 0.518
N 5.365 -2.919 -0.214
H 5.319 -3.998 2.352
H 4.621 -5.029 1.215
H 3.678 -4.214 2.537
H 3.435 -3.281 -0.065
H 4.803 -0.849 1.544
H 3.233 -1.375 1.970
H 2.325 1.281 -0.116
H 3.943 1.206 0.501
H 2.699 0.772 1.566
H 5.190 -2.258 -0.957
H 5.462 -3.795 -0.707
C 0.657 -0.962 3.993
C 0.541 0.222 4.977
C 0.323 1.560 4.206
O 1.283 2.046 3.313
C 0.860 3.254 2.762
N -0.553 -0.031 5.828
H 1.277 -0.659 3.149
H -0.184 -1.352 3.418
H 1.067 -1.885 4.404
H 1.529 0.250 5.436
H 0.064 2.150 5.085
H -0.664 1.443 3.758
H 1.303 3.979 3.444
H -0.171 3.591 2.869
H 1.165 3.482 1.741
H -1.434 0.145 5.366
H -0.667 -1.020 6.000
*
```

Values from the calculation:
LUMO (spin up / spin down) (eV): 4.189 / 4.118
Molar mass (g mol⁻¹): 696.5
Expectation value of S²: 0.7522
Energy above the lowest of the compared OMol25 structures with the same formula, charge and spin (kcal/mol): 19.27
Calculated total energy (hartree): -4603.0908
HOMO-LUMO gap (spin up / spin down) (hartree): 0.1138 / 0.2910

The computed Mulliken charges, all in e, follow:
1 As 1.932
2 F -0.524
3 F -0.669
4 F -0.591
5 F -0.556
6 F -0.506
7 F -0.591
8 C 0.603
9 O -0.844
10 N -0.101
11 N -0.428
12 H -0.143
13 H 0.211
14 H 0.214
15 H 0.154
16 C 0.606
17 O -0.757
18 N 0.144
19 N -0.329
20 H 0.103
21 H -0.056
22 H 0.187
23 H 0.223
24 C 0.498
25 O -0.731
26 N -0.278
27 N -0.108
28 H 0.134
29 H 0.211
30 H -0.076
31 H 0.215
32 C 0.528
33 O -0.782
34 N -0.324
35 N -0.193
36 H 0.201
37 H 0.168
38 H 0.204
39 H 0.125
40 C -1.384
41 C 0.217
42 C -0.747
43 O -0.183
44 C -0.216
45 N -0.630
46 H 0.354
47 H 0.349
48 H 0.362
49 H 0.385
50 H 0.294
51 H 0.433
52 H 0.455
53 H 0.323
54 H -0.510
55 H 0.241
56 H 0.254
57 C -1.383
58 C 0.527
59 C -0.349
60 O -0.152
61 C -0.418
62 N -0.855
63 H 0.358
64 H 0.344
65 H 0.317
66 H 0.275
67 H 0.382
68 H -0.048
69 H -0.390
70 H 0.562
71 H 0.282
72 H 0.295
73 H 0.237
74 C -0.525
75 C 0.510
76 C -0.573
77 O -0.266
78 C -0.606
79 N -0.778
80 H -0.353
81 H 0.090
82 H 0.501
83 H 0.248
84 H 0.299
85 H 0.094
86 H 0.433
87 H 0.312
88 H -0.061
89 H 0.250
90 H 0.368


Q: The lowest energy above the lowest of the compared OMol25 structures with the same formula, charge and spin belongs to which entry?
A: C16H48O16


Q: molar mass of number 1 (C16H48N4O8)?
A: 424.6 g mol⁻¹


Q: Look up the energy above the lowest of the compared OMol25 structures with the same formula, charge and spin of the third one.
A: 19.27 kcal/mol